{
  "formula": "C35H103N17O13",
  "method": "ωB97M-V/def2-TZVPD",
  "total_energy_ev": -89902.7921,
  "charge": 1,
  "e_homo_ev": [-10.60, -10.60],
  "spin_multiplicity": 2,
  "species": ["C", "C", "O", "H", "H", "H", "H", "H", "H", "C", "O", "N", "N", "H", "H", "H", "H", "C", "O", "N", "N", "H", "H", "H", "H", "C", "O", "N", "N", "H", "H", "H", "H", "C", "O", "N", "N", "H", "H", "H", "H", "C", "O", "N", "N", "H", "H", "H", "H", "C", "C", "C", "O", "C", "N", "H", "H", "H", "H", "H", "H", "H", "H", "H", "H", "H", "C", "C", "C", "O", "C", "N", "H", "H", "H", "H", "H", "H", "H", "H", "H", "H", "H", "C", "C", "C", "O", "C", "N", "H", "H", "H", "H", "H", "H", "H", "H", "H", "H", "H", "C", "C", "C", "O", "C", "N", "H", "H", "H", "H", "H", "H", "H", "H", "H", "H", "H", "C", "C", "C", "O", "C", "N", "H", "H", "H", "H", "H", "H", "H", "H", "H", "H", "H", "C", "C", "C", "O", "C", "N", "H", "H", "H", "H", "H", "H", "H", "H", "H", "H", "H", "C", "C", "C", "O", "C", "N", "H", "H", "H", "H", "H", "H", "H", "H", "H", "H", "H"],
  "xyz": [[1.34542, 3.27279, -6.19865], [2.24515, 4.00817, -5.19510], [2.15093, 3.28195, -3.97946], [0.29218, 3.34020, -5.92618], [1.67797, 2.23483, -6.18567], [1.33338, 3.53744, -7.25597], [2.18058, 5.08230, -5.02143], [3.29992, 3.81851, -5.39407], [2.44311, 3.91822, -3.32266], [-0.15052, -4.56206, 1.27369], [0.96499, -4.10470, 1.23357], [-0.65855, -4.91687, 2.40568], [-0.98887, -4.90762, 0.33079], [-0.09249, -4.94449, 3.24169], [-1.57929, -5.33084, 2.37434], [-1.86594, -5.36092, 0.54380], [-0.90498, -4.56466, -0.61548], [4.98513, -1.08490, 2.45356], [6.04766, -1.21005, 3.01933], [4.50215, 0.02181, 1.95992], [4.01187, -1.92271, 2.47404], [5.06992, 0.85533, 1.90526], [3.61482, 0.02925, 1.47753], [4.10546, -2.77526, 3.00743], [3.15434, -1.57432, 2.06986], [3.63440, 4.71379, -0.83447], [3.99171, 4.65477, -1.97768], [3.34481, 5.84319, -0.29295], [3.45575, 3.69323, -0.07693], [3.11273, 5.92308, 0.68677], [3.44504, 6.63785, -0.90821], [3.27360, 4.00036, 0.86784], [3.52184, 2.73639, -0.39345], [4.17303, 0.45580, -1.99300], [4.69044, 1.25391, -1.20612], [4.37217, -0.87679, -1.95833], [3.41210, 0.83999, -2.98434], [4.18030, -1.37252, -2.81713], [5.07369, -1.27202, -1.34860], [3.27639, 1.82121, -3.18156], [2.86469, 0.23524, -3.57993], [-4.34043, 0.53280, -0.57818], [-4.64658, 1.72691, -0.78599], [-5.21340, -0.44941, -0.65255], [-3.22097, 0.05638, -0.16451], [-4.89839, -1.28491, -0.18052], [-6.17295, -0.41724, -0.96611], [-2.45954, 0.69121, 0.02868], [-3.27707, -0.88896, 0.18664], [-2.48551, 4.02978, -0.05072], [-1.09975, 4.74033, -0.21248], [-1.02429, 5.69318, -1.43140], [-1.89929, 5.07158, -2.38951], [-1.40045, 4.05541, -3.15213], [-0.72541, 5.40328, 1.04736], [-2.56936, 3.53328, 0.91602], [-2.55763, 3.38309, -0.92519], [-3.29188, 4.76066, 0.00994], [-0.39854, 3.92818, -0.40432], [0.03372, 5.73857, -1.68956], [-1.25710, 6.72144, -1.15464], [-2.05887, 3.18998, -3.22705], [-0.46223, 3.81298, -2.65306], [-1.30984, 4.23600, -4.22324], [-1.19139, 6.26505, 1.29295], [-0.98947, 4.71691, 1.73964], [-0.40771, -1.24421, 6.20835], [0.25485, -0.88710, 4.88562], [1.72376, -0.27991, 4.97255], [1.75278, 0.94796, 5.76177], [3.00932, 1.54131, 5.77002], [0.26249, -2.00571, 3.90533], [-1.04746, -2.08577, 5.94263], [-0.97842, -0.36386, 6.50394], [0.32989, -1.63555, 6.90900], [-0.36414, -0.16786, 4.34930], [2.14494, -0.15423, 3.97510], [2.28448, -1.05301, 5.49791], [3.33433, 1.75458, 4.75170], [3.77506, 0.98677, 6.31246], [2.97282, 2.50908, 6.27020], [0.65770, -2.84179, 4.31139], [-0.63703, -2.30015, 3.55283], [-0.70233, -4.22678, -4.25460], [-1.48533, -3.19080, -3.46017], [-2.93340, -3.44160, -3.40653], [-3.30604, -3.25053, -4.78703], [-4.74185, -3.41327, -5.05150], [-1.01518, -3.10630, -2.08098], [-0.77808, -5.27676, -3.97191], [0.36605, -4.04150, -4.14353], [-0.91871, -4.22233, -5.32290], [-1.34104, -2.19561, -3.88073], [-3.53925, -2.66635, -2.93744], [-3.24340, -4.35501, -2.89890], [-4.99899, -3.03339, -6.04027], [-5.39411, -2.92734, -4.32586], [-4.95887, -4.47998, -5.10730], [-0.01771, -3.25295, -2.14135], [-1.17194, -2.19937, -1.66504], [-0.19948, 0.66931, 1.36850], [0.18262, -0.40627, 0.47880], [0.62040, 0.14534, -0.92619], [-0.54064, 0.55189, -1.68478], [-0.49117, 0.92981, -3.04579], [1.26213, -1.14790, 1.14699], [-0.47042, 1.59173, 0.85484], [0.64166, 0.93727, 2.00786], [-0.90479, 0.38797, 2.15047], [-0.68407, -1.04116, 0.29481], [1.04227, -0.70558, -1.46103], [1.42453, 0.86376, -0.76695], [-1.51559, 1.25396, -3.22903], [-0.33199, -0.01743, -3.56106], [0.32775, 1.62962, -3.21235], [1.66218, -1.80838, 0.49597], [0.97843, -1.69083, 1.95001], [0.15332, 3.54860, 4.36349], [-0.97040, 3.75070, 5.37293], [-2.41468, 3.54561, 4.70334], [-2.57394, 4.47881, 3.62187], [-3.85187, 4.43971, 3.03184], [-0.71533, 2.79776, 6.44686], [0.02647, 4.30599, 3.58995], [0.22002, 2.50847, 4.04444], [1.05034, 3.86567, 4.89539], [-0.96064, 4.78630, 5.71280], [-3.21179, 3.63195, 5.44177], [-2.38021, 2.53482, 4.29688], [-4.56460, 4.91667, 3.70461], [-4.00898, 3.38829, 2.79116], [-3.82662, 5.09029, 2.15765], [0.27851, 2.81695, 6.62577], [-0.75430, 1.91442, 5.95870], [4.52278, -1.53397, -5.14780], [3.10949, -1.71037, -5.68458], [2.83852, -3.12013, -6.28020], [2.99503, -4.03157, -5.19134], [3.29487, -5.34998, -5.64686], [2.10180, -1.47361, -4.61544], [4.62164, -2.20140, -4.29173], [4.78885, -0.49923, -4.93184], [5.11531, -1.95723, -5.95889], [2.76607, -1.06680, -6.49452], [3.49723, -3.19065, -7.14577], [1.87065, -3.23019, -6.76930], [3.47090, -6.00362, -4.79255], [4.18120, -5.22840, -6.26955], [2.51803, -5.67886, -6.33714], [1.19772, -1.80357, -4.92177], [2.18983, -2.14065, -3.86218], [-3.28127, -1.10921, 3.54212], [-3.22787, -2.37683, 2.71851], [-3.42043, -3.68718, 3.52069], [-2.51931, -3.73929, 4.56694], [-2.62301, -4.89158, 5.41926], [-4.21890, -2.19032, 1.63919], [-3.27464, -0.23365, 2.89292], [-2.44371, -1.12032, 4.23959], [-4.18749, -0.92027, 4.11758], [-2.27782, -2.55772, 2.21576], [-3.53119, -4.58092, 2.90665], [-4.38964, -3.64037, 4.01722], [-2.07069, -4.94051, 6.35770], [-2.34172, -5.69156, 4.73444], [-3.63170, -5.29422, 5.51150], [-4.00550, -2.84709, 0.90217], [-5.11204, -2.53889, 1.95683]]
}